(1)
{"formula": "C14H12F3N2O6S", "method": "ωB97M-V/def2-TZVPD", "lumo_energy_ev": 1.17, "fmax_ha_per_bohr": 0.073, "gap_ev": 5.473, "total_charge": -1, "multiplicity": 1, "homo_energy_ev": -4.30, "symbols": ["C", "S", "O", "O", "C", "F", "F", "F", "H", "H", "C", "C", "C", "C", "C", "C", "N", "O", "O", "H", "H", "H", "H", "H", "C", "C", "C", "C", "C", "C", "N", "O", "O", "H", "H", "H", "H", "H"], "xyz": [[4.177, -2.210, 1.675], [2.851, -1.114, 1.682], [2.725, -0.372, 2.914], [3.023, -0.183, 0.570], [1.189, -1.986, 1.538], [1.323, -3.268, 1.849], [0.316, -1.477, 2.407], [0.634, -1.923, 0.329], [4.448, -2.331, 0.620], [3.912, -3.169, 2.132], [-2.784, -1.072, 1.289], [-2.752, -2.390, 0.853], [-3.907, -3.155, 0.873], [-5.086, -2.586, 1.326], [-5.130, -1.276, 1.769], [-3.971, -0.518, 1.749], [-6.317, -3.386, 1.325], [-6.244, -4.540, 0.948], [-7.344, -2.848, 1.698], [-1.881, -0.476, 1.268], [-1.825, -2.818, 0.497], [-3.877, -4.180, 0.533], [-6.052, -0.840, 2.125], [-3.992, 0.509, 2.091], [1.413, 2.401, -1.359], [0.965, 3.533, -2.030], [1.840, 4.268, -2.812], [3.158, 3.857, -2.915], [3.619, 2.735, -2.245], [2.738, 2.004, -1.461], [4.082, 4.622, -3.763], [3.650, 5.614, -4.324], [5.226, 4.222, -3.863], [0.726, 1.824, -0.752], [-0.070, 3.840, -1.946], [1.488, 5.147, -3.332], [4.649, 2.421, -2.325], [3.079, 1.122, -0.932]]}

(2)
{"formula": "C25H32N2O9", "method": "ωB97M-V/def2-TZVPD", "lumo_energy_ev": 0.25, "fmax_ha_per_bohr": 0.057, "gap_ev": 8.508, "total_charge": 0, "multiplicity": 1, "homo_energy_ev": -8.26, "smiles": "O[C@H]1[C@@H](O)[C@@H]([C@H]2CO2)O[C@@H](Oc2ccccc2)[C@@H]1O.CNC(=O)[C@H](Cc1ccc(O)cc1)NC(C)=O", "symbols": ["O", "C", "C", "O", "C", "C", "C", "O", "O", "C", "O", "C", "C", "C", "C", "C", "C", "C", "O", "H", "H", "H", "H", "H", "H", "H", "H", "H", "H", "H", "H", "H", "H", "H", "H", "C", "N", "C", "O", "C", "C", "C", "C", "C", "C", "O", "C", "C", "N", "C", "C", "O", "H", "H", "H", "H", "H", "H", "H", "H", "H", "H", "H", "H", "H", "H", "H", "H"], "xyz": [[-1.467, 2.052, -3.364], [-0.091, 1.644, -3.392], [0.756, 2.585, -2.519], [0.111, 2.829, -1.255], [2.171, 1.999, -2.342], [3.011, 2.909, -1.433], [2.948, 2.712, 0.114], [4.099, 2.441, -0.662], [2.098, 0.666, -1.811], [1.435, -0.271, -2.673], [1.396, -1.533, -1.993], [2.505, -2.344, -2.013], [3.732, -2.038, -2.633], [4.799, -2.945, -2.592], [4.658, -4.164, -1.923], [3.448, -4.476, -1.297], [2.384, -3.569, -1.348], [-0.011, 0.178, -2.938], [-0.633, -0.596, -3.975], [-1.767, 2.102, -2.429], [0.285, 1.707, -4.419], [0.844, 3.543, -3.042], [-0.214, 1.995, -0.859], [2.657, 1.969, -3.323], [3.090, 3.930, -1.820], [2.391, 1.865, 0.527], [2.971, 3.585, 0.772], [1.961, -0.354, -3.629], [3.881, -1.092, -3.139], [5.741, -2.694, -3.071], [5.487, -4.863, -1.883], [3.332, -5.418, -0.769], [1.442, -3.808, -0.864], [-0.565, 0.049, -2.006], [-1.500, -0.201, -4.179], [-5.431, 0.333, 0.567], [-4.163, 0.515, -0.142], [-3.018, 1.069, 0.284], [-2.150, 1.284, -0.563], [-2.808, 1.528, 1.759], [-1.340, 1.845, 2.129], [-0.429, 0.656, 2.400], [-0.257, 0.189, 3.720], [0.568, -0.923, 3.980], [1.241, -1.563, 2.916], [2.039, -2.636, 3.158], [1.090, -1.081, 1.602], [0.255, 0.021, 1.345], [-3.421, 0.708, 2.823], [-3.373, -0.623, 2.915], [-3.939, -1.220, 4.183], [-2.936, -1.358, 2.044], [-6.253, 0.310, -0.150], [-5.420, -0.618, 1.103], [-5.606, 1.150, 1.268], [-4.131, 0.201, -1.100], [-3.327, 2.486, 1.795], [-1.354, 2.465, 3.027], [-0.894, 2.462, 1.348], [-0.767, 0.680, 4.536], [0.688, -1.283, 4.989], [2.036, -2.886, 4.081], [1.613, -1.569, 0.792], [0.140, 0.365, 0.329], [-3.827, 1.200, 3.600], [-5.003, -1.001, 4.242], [-3.788, -2.298, 4.158], [-3.420, -0.803, 5.044]]}

(3)
{"formula": "C5H7N3O2", "method": "ωB97M-V/def2-TZVPD", "lumo_energy_ev": 0.69, "fmax_ha_per_bohr": 0.082, "gap_ev": 9.301, "total_charge": 0, "multiplicity": 1, "homo_energy_ev": -8.61, "symbols": ["C", "C", "C", "C", "C", "N", "N", "N", "O", "O", "H", "H", "H", "H", "H", "H", "H"], "xyz": [[-0.956, 0.347, -0.322], [1.092, -0.574, -0.281], [2.102, -0.091, -3.441], [-0.835, 1.401, 0.847], [-0.935, -0.031, 1.189], [0.219, -0.038, -1.051], [0.991, -0.618, 1.053], [-1.678, -0.653, 2.101], [3.057, 0.233, -2.854], [1.161, -0.407, -4.004], [-1.797, 0.514, -0.923], [2.188, -0.792, -0.679], [-0.045, 2.078, 0.929], [-1.744, 1.877, 0.909], [1.140, -1.556, 1.392], [-1.892, -1.670, 2.233], [-2.070, -0.019, 2.901]]}

(4)
{"formula": "C18H45O17P3", "method": "ωB97M-V/def2-TZVPD", "lumo_energy_ev": -1.89, "fmax_ha_per_bohr": 0.159, "gap_ev": 7.755, "total_charge": 0, "multiplicity": 1, "homo_energy_ev": -9.64, "smiles": "C[C@H](O)COC(=O)OCCCCCO.COP(=O)(OC)OC.COP(=O)(OC)OC.COP(=O)(OC)OC", "symbols": ["C", "C", "O", "C", "O", "C", "O", "O", "C", "C", "C", "C", "C", "O", "H", "H", "H", "H", "H", "H", "H", "H", "H", "H", "H", "H", "H", "H", "H", "H", "H", "H", "C", "O", "P", "O", "O", "C", "O", "C", "H", "H", "H", "H", "H", "H", "H", "H", "H", "C", "O", "P", "O", "O", "C", "O", "C", "H", "H", "H", "H", "H", "H", "H", "H", "H", "C", "O", "P", "O", "O", "C", "O", "C", "H", "H", "H", "H", "H", "H", "H", "H", "H"], "xyz": [[4.026, -1.419, 1.672], [3.461, -0.778, 0.359], [2.130, -0.304, 0.507], [3.625, -1.833, -0.758], [2.947, -1.512, -1.976], [1.686, -2.001, -2.042], [0.878, -1.366, -2.601], [1.357, -3.225, -1.537], [0.629, -3.136, -0.300], [-0.885, -2.882, -0.496], [-1.648, -2.667, 0.856], [-2.342, -1.263, 0.797], [-3.523, -1.325, -0.199], [-3.932, -0.019, -0.640], [3.575, -2.423, 1.779], [5.103, -1.602, 1.494], [3.851, -0.773, 2.544], [4.128, 0.074, 0.116], [2.158, 0.320, 1.245], [3.380, -2.825, -0.342], [4.703, -1.864, -1.001], [0.710, -4.133, 0.174], [1.043, -2.411, 0.423], [-1.272, -3.755, -1.058], [-1.092, -2.012, -1.139], [-1.006, -2.782, 1.743], [-2.475, -3.402, 0.868], [-2.725, -1.000, 1.800], [-1.582, -0.504, 0.515], [-4.376, -1.790, 0.325], [-3.265, -1.885, -1.116], [-3.250, 0.619, -0.392], [9.042, 2.119, -4.471], [8.140, 2.970, -3.740], [6.584, 2.342, -3.469], [5.928, 3.677, -3.280], [7.022, 1.662, -2.054], [7.779, 2.413, -1.114], [5.254, 1.345, -3.522], [3.973, 1.896, -3.255], [10.008, 2.616, -4.532], [9.168, 1.161, -3.957], [8.666, 1.948, -5.481], [7.560, 3.480, -1.178], [8.846, 2.246, -1.271], [7.518, 2.061, -0.116], [3.669, 2.579, -4.047], [3.958, 2.402, -2.289], [3.261, 1.070, -3.221], [-5.512, -1.642, 6.606], [-4.766, -2.596, 5.827], [-3.075, -2.524, 5.987], [-2.788, -3.180, 4.667], [-3.092, -3.590, 7.218], [-3.874, -4.773, 7.122], [-1.536, -2.075, 6.444], [-0.439, -2.501, 5.654], [-6.573, -1.828, 6.449], [-5.285, -1.754, 7.670], [-5.278, -0.626, 6.285], [-3.970, -5.114, 6.090], [-4.864, -4.604, 7.548], [-3.378, -5.550, 7.703], [-0.445, -2.013, 4.679], [-0.438, -3.584, 5.539], [0.469, -2.205, 6.181], [-5.489, 1.560, -3.012], [-5.154, 2.559, -3.999], [-5.087, 4.157, -3.436], [-5.319, 4.788, -4.778], [-3.505, 4.045, -3.068], [-2.600, 3.467, -4.001], [-5.209, 5.491, -2.445], [-5.330, 6.772, -3.039], [-5.452, 0.581, -3.483], [-4.776, 1.584, -2.188], [-6.497, 1.735, -2.631], [-2.924, 3.625, -5.031], [-2.493, 2.398, -3.808], [-1.628, 3.941, -3.863], [-6.290, 6.881, -3.543], [-4.512, 6.960, -3.733], [-5.280, 7.506, -2.233]]}

(5)
{"formula": "C24H25B2N12SW", "method": "ωB97M-V/def2-TZVPD", "lumo_energy_ev": [-2.20, -3.39], "fmax_ha_per_bohr": 0.002, "gap_ev": [8.085, 6.940], "total_charge": 1, "multiplicity": 3, "homo_energy_ev": [-10.28, -10.33], "s_squared": 2.02, "symbols": ["W", "C", "C", "N", "N", "C", "B", "N", "C", "C", "C", "N", "N", "C", "C", "C", "N", "H", "H", "H", "H", "H", "H", "H", "H", "H", "H", "C", "C", "N", "N", "C", "B", "N", "C", "C", "C", "N", "N", "C", "C", "C", "N", "H", "H", "H", "H", "H", "H", "H", "H", "H", "H", "S", "C", "C", "C", "C", "C", "C", "H", "H", "H", "H", "H"], "xyz": [[0.084, -0.231, -0.355], [2.692, 2.944, -1.970], [1.509, 2.502, -1.386], [1.606, 1.204, -1.094], [2.830, 0.793, -1.483], [3.504, 1.825, -2.004], [3.297, -0.611, -1.048], [3.051, -0.646, 0.471], [3.922, -0.848, 1.468], [3.282, -0.619, 2.669], [1.983, -0.275, 2.314], [1.851, -0.288, 0.986], [2.415, -1.668, -1.753], [2.778, -2.667, -2.565], [1.644, -3.350, -2.970], [0.596, -2.693, -2.340], [1.069, -1.678, -1.610], [2.926, 3.936, -2.313], [0.600, 3.044, -1.179], [4.515, 1.694, -2.353], [4.445, -0.798, -1.313], [4.939, -1.128, 1.248], [3.694, -0.693, 3.660], [1.135, -0.076, 2.948], [3.818, -2.824, -2.797], [1.590, -4.204, -3.621], [-0.464, -2.890, -2.367], [-0.964, 3.374, 1.894], [-0.193, 2.238, 1.693], [-0.685, 1.517, 0.679], [-1.767, 2.186, 0.210], [-1.952, 3.298, 0.929], [-2.572, 1.676, -1.002], [-3.013, 0.234, -0.734], [-4.240, -0.292, -0.832], [-4.139, -1.664, -0.717], [-2.782, -1.904, -0.547], [-2.099, -0.752, -0.557], [-1.646, 1.577, -2.235], [-1.750, 2.108, -3.458], [-0.799, 1.521, -4.276], [-0.141, 0.614, -3.455], [-0.665, 0.650, -2.227], [-0.825, 4.140, 2.635], [0.692, 1.916, 2.214], [-2.772, 3.959, 0.704], [-3.501, 2.395, -1.212], [-5.094, 0.349, -0.975], [-4.933, -2.389, -0.741], [-2.269, -2.833, -0.380], [-2.500, 2.853, -3.667], [-0.617, 1.719, -5.317], [0.685, -0.042, -3.676], [-0.162, -2.268, 0.985], [-0.808, -1.803, 2.576], [-1.796, -0.840, 2.770], [-2.229, -0.533, 4.054], [-1.697, -1.189, 5.154], [-0.724, -2.161, 4.964], [-0.276, -2.461, 3.687], [-2.235, -0.326, 1.926], [-2.995, 0.220, 4.191], [-2.041, -0.949, 6.151], [-0.304, -2.684, 5.813], [0.497, -3.206, 3.539]]}

(6)
{"formula": "C41H54BCl3N11ORhS5", "method": "ωB97M-V/def2-TZVPD", "lumo_energy_ev": [-6.80, -7.00], "fmax_ha_per_bohr": 0.041, "gap_ev": [5.126, 4.924], "total_charge": 2, "multiplicity": 1, "homo_energy_ev": [-11.92, -11.92], "symbols": ["Rh", "C", "C", "C", "C", "N", "C", "C", "N", "B", "N", "C", "C", "N", "C", "S", "C", "C", "C", "C", "N", "C", "C", "N", "C", "S", "C", "C", "C", "C", "C", "S", "H", "H", "H", "H", "H", "H", "H", "H", "H", "H", "H", "H", "H", "H", "H", "H", "H", "H", "H", "H", "H", "H", "H", "H", "H", "H", "H", "H", "H", "H", "H", "H", "H", "H", "Cl", "C", "C", "C", "C", "C", "C", "N", "C", "C", "N", "C", "O", "C", "C", "C", "Cl", "S", "C", "C", "C", "Cl", "C", "H", "H", "H", "H", "H", "H", "H", "H", "H", "H", "H", "H", "H", "C", "C", "C", "N", "N", "C", "N", "S", "H", "H", "H", "H", "H", "H", "H"], "xyz": [[-0.889, 0.628, -1.049], [-0.359, 4.905, 1.041], [-1.845, 5.233, 1.206], [-2.427, 5.846, -0.070], [-2.011, 6.231, 2.348], [-2.577, 3.993, 1.517], [-3.276, 3.737, 2.662], [-3.821, 2.502, 2.544], [-3.472, 1.988, 1.327], [-3.958, 0.569, 0.950], [-3.174, -0.466, 1.779], [-3.801, -1.501, 2.414], [-2.881, -2.179, 3.139], [-1.675, -1.558, 2.961], [-1.870, -0.515, 2.120], [-0.676, 0.577, 1.568], [-0.405, -1.980, 3.567], [-0.590, -3.266, 4.370], [0.589, -2.263, 2.438], [0.088, -0.867, 4.494], [-3.927, 0.284, -0.581], [-4.913, 0.808, -1.374], [-4.878, 0.188, -2.578], [-3.867, -0.733, -2.548], [-3.272, -0.634, -1.331], [-1.922, -1.544, -0.795], [-3.682, -1.827, -3.524], [-4.609, -1.619, -4.720], [-2.243, -1.872, -4.037], [-4.067, -3.115, -2.790], [-2.703, 2.908, 0.720], [-2.035, 2.752, -0.844], [0.181, 5.820, 0.818], [-0.187, 4.199, 0.233], [0.039, 4.480, 1.960], [-1.933, 6.791, -0.279], [-3.490, 6.036, 0.058], [-2.290, 5.191, -0.925], [-1.447, 7.127, 2.108], [-1.618, 5.839, 3.282], [-3.051, 6.519, 2.475], [-3.361, 4.428, 3.471], [-4.429, 1.949, 3.229], [-5.096, 0.490, 1.269], [-4.851, -1.672, 2.304], [-3.005, -3.046, 3.750], [-0.965, -4.070, 3.744], [-1.254, -3.125, 5.218], [0.378, -3.570, 4.758], [0.189, -3.035, 1.783], [1.525, -2.606, 2.867], [0.773, -1.370, 1.848], [-0.668, -0.637, 5.240], [0.313, 0.037, 3.936], [0.988, -1.191, 5.008], [-5.574, 1.567, -1.011], [-5.489, 0.345, -3.438], [-4.354, -0.717, -5.273], [-5.657, -1.587, -4.435], [-4.482, -2.460, -5.398], [-2.061, -1.045, -4.719], [-2.092, -2.802, -4.580], [-1.517, -1.831, -3.230], [-5.081, -3.023, -2.408], [-3.396, -3.299, -1.955], [-4.020, -3.969, -3.458], [6.648, -7.231, 2.262], [5.972, -5.703, 1.875], [4.593, -5.525, 1.911], [4.064, -4.288, 1.605], [4.872, -3.210, 1.254], [4.225, -1.883, 0.917], [4.166, -1.680, -0.618], [3.225, -0.633, -0.911], [3.488, 0.703, -0.905], [2.287, 1.338, -1.044], [1.305, 0.401, -1.126], [1.895, -0.774, -1.037], [4.885, -0.753, 1.444], [4.387, -0.277, 2.680], [5.276, 0.838, 3.134], [6.100, 0.780, 4.236], [6.251, -0.514, 5.327], [7.020, 2.233, 4.455], [6.304, 2.913, 3.057], [5.409, 2.073, 2.463], [6.252, -3.418, 1.195], [7.314, -2.157, 0.708], [6.801, -4.651, 1.514], [3.951, -6.349, 2.175], [2.992, -4.158, 1.631], [3.188, -1.907, 1.287], [3.856, -2.603, -1.111], [5.160, -1.389, -0.962], [4.487, 1.072, -0.800], [2.073, 2.387, -1.091], [1.398, -1.726, -1.074], [4.377, -1.074, 3.435], [3.358, 0.096, 2.542], [6.583, 3.902, 2.748], [4.860, 2.321, 1.574], [7.869, -4.793, 1.470], [0.553, -0.606, -7.120], [1.036, 0.505, -6.184], [-0.023, 0.929, -5.244], [-0.019, 0.771, -3.976], [-1.113, 1.214, -3.345], [-1.998, 1.756, -4.146], [-3.204, 2.235, -3.787], [-1.506, 1.701, -5.823], [1.360, -0.890, -7.789], [-0.285, -0.276, -7.728], [0.246, -1.484, -6.554], [1.340, 1.365, -6.783], [1.891, 0.157, -5.605], [-3.319, 2.537, -2.829], [-3.725, 2.749, -4.480]]}

(7)
{"formula": "C4H12", "method": "ωB97M-V/def2-TZVPD", "lumo_energy_ev": 1.13, "fmax_ha_per_bohr": 0.108, "gap_ev": 12.236, "total_charge": 0, "multiplicity": 1, "homo_energy_ev": -11.11, "smiles": "CC.CC", "symbols": ["C", "C", "H", "H", "H", "H", "H", "H", "C", "C", "H", "H", "H", "H", "H", "H"], "xyz": [[-0.526, -1.460, 1.137], [-0.397, -1.914, -0.306], [-1.250, -0.543, 1.308], [-0.765, -2.212, 1.882], [0.165, -0.947, 1.605], [-1.330, -1.797, -0.863], [0.400, -1.386, -0.815], [-0.069, -3.018, -0.340], [0.959, 2.237, -0.478], [-0.055, 1.081, -0.404], [0.825, 2.841, -1.399], [0.793, 2.927, 0.433], [2.047, 1.889, -0.460], [0.431, 0.191, -0.924], [-0.106, 0.920, 0.671], [-1.026, 1.476, -0.792]]}

(8)
{"formula": "CoF2", "method": "ωB97M-V/def2-TZVPD", "lumo_energy_ev": [-8.94, -9.69], "fmax_ha_per_bohr": 0.086, "gap_ev": [9.364, 7.641], "total_charge": 1, "multiplicity": 5, "homo_energy_ev": [-18.31, -17.34], "s_squared": 6.01, "symbols": ["Co", "F", "F"], "xyz": [[0.929, 1.842, 0.984], [-1.163, -1.946, -1.275], [0.234, 0.103, 0.291]]}

What is the formula in the seventh record?
C4H12